Entry 1:
DFT (the ωB97M-V functional and the def2-TZVPD basis) results for a molecular structure, C52H43N4OP3S3Sn.

## Properties
orbital gap: 4.9 eV
E_tot: -128834.2577 eV
relative energy (zero: lowest compared OMol25 entry of this formula, charge and spin): 210.2 kJ/mol
HOMO energy: -0.74 eV
lowest unoccupied orbital energy: 4.144 eV
charge: -2

Structure (XYZ):
```
107
C52H43N4OP3S3Sn, DFT the ωB97M-V functional and the def2-TZVPD basis
N -1.33327 0.73126 -5.72600
H -6.16282 -1.72731 1.42281
H -2.89303 -4.02902 5.11114
C -1.63955 3.84734 -0.85044
H -0.46157 0.42365 -6.13145
C -1.89130 -3.97513 4.69871
C 5.47888 -3.11399 -0.08337
C 3.69626 4.60452 -0.87358
O -1.30146 1.48834 1.89717
C -3.61278 -0.35060 -2.21915
C -0.80981 4.28999 -3.54822
C 0.96703 -5.52349 0.92420
H -1.57361 6.40346 -6.72867
C -5.05420 -1.13198 -0.31422
C 2.24173 3.15968 -2.12448
C -2.05067 4.20236 -4.19311
H 3.43795 -0.51340 -0.86386
C 2.46893 -4.92349 -1.31768
C 0.47799 -4.25109 4.93544
H -3.84771 -1.81259 -3.70778
C 3.21976 -0.62350 3.96033
H 2.17572 -0.44471 7.18195
P -0.31680 -2.96538 1.01402
H 0.64171 6.54848 -5.63263
H 5.34060 -1.80978 -1.78549
C 1.12136 3.77119 -1.56197
C 1.98766 -0.71169 3.31417
C -5.19743 -1.43106 1.02880
H 6.31473 -3.68038 -0.47854
H 3.16752 -6.95713 -1.22637
H 1.59016 -2.97300 -1.18563
C 0.29383 -1.30919 0.98372
C -2.87848 -0.98009 1.30006
H 4.12986 -0.61670 3.37204
H -2.55915 -3.33038 2.75658
H -1.40317 1.73922 -5.68947
S -0.63907 -1.33522 -4.28114
H 4.25515 -0.47005 5.83485
C 3.86534 -1.33894 -0.30521
H 0.37716 -5.77477 1.79929
C 2.53812 -6.19879 -0.77352
H 1.34174 -4.49855 5.54250
S 2.14629 1.18282 0.89852
C -2.69026 3.69535 1.30609
H -2.12908 5.63457 -1.94571
C -1.36047 5.81184 -5.84639
H 0.44768 5.25213 -0.16166
H -2.80795 3.13627 2.22665
C 3.31024 -1.65400 0.93601
N -2.63372 0.43693 -2.42259
P 1.80598 -0.70237 1.47200
C -2.29243 5.07015 -1.03530
C 4.94262 -3.43331 1.15341
H 2.09923 2.32438 -2.80115
C 0.82604 -0.66409 4.07804
C -2.32730 4.96050 -5.31991
H -0.12501 -0.69905 3.55610
H 1.80753 -7.49391 0.77850
H -0.02406 -0.54339 6.04375
H -0.93775 -4.61443 6.51600
C 0.89058 -0.56657 5.46237
C 4.93340 -2.06291 -0.81321
C -0.43246 -3.51751 2.80262
H -3.29665 4.87808 -5.79781
C 0.14934 5.14285 -4.08898
C 3.52145 3.58036 -1.79406
H 4.69465 4.91444 -0.58873
C 1.30728 4.79107 -0.63355
C -3.80870 -0.74054 -0.79745
H 3.04329 -4.67698 -2.20300
H -1.96625 -0.89703 1.88190
C 0.90887 -4.22620 0.40395
Sn -0.45343 -0.05171 -0.77148
H 1.11958 5.22668 -3.61444
C -4.09359 -1.34097 1.85718
C -1.70312 -3.58956 3.37249
C 0.64940 -3.86272 3.61517
C 3.28980 -0.53339 5.34451
H -4.15553 -1.55661 2.91546
C -4.42319 -0.96600 -3.31515
C -1.24983 1.72922 0.70198
C -3.15265 5.58853 -0.08053
S -1.27269 -2.51910 -2.73948
P -0.50668 3.14671 -2.12888
C 2.12246 -0.51117 6.10078
H -4.02253 5.28369 1.86509
H -3.65829 6.52993 -0.26516
C 3.86478 -2.70926 1.65252
C 1.66145 -3.95530 -0.73787
N -2.38430 0.81410 -3.72111
H -5.38768 -1.33543 -2.96950
C -0.79838 -4.30853 5.48529
H -2.79251 3.51036 -3.80927
H 5.35275 -4.25523 1.72885
H 2.72172 5.98076 0.45346
C -0.12228 5.89380 -5.22942
H -4.56499 -0.24555 -4.12102
C 2.58842 5.20204 -0.28832
C -3.35418 4.89325 1.10496
N -2.73541 -0.69671 0.00385
H -5.90100 -1.17445 -0.98410
H 4.38140 3.07987 -2.22097
C -1.83674 3.14472 0.34705
C 1.77658 -6.49706 0.35047
H 1.64319 -3.83319 3.19650
H 3.46753 -2.96924 2.62270
C -1.57573 0.15996 -4.46383
```

Results of the Mulliken charge analysis, in e, for atoms 1 through 8:
1 N -0.6633
2 H 0.4027
3 H 0.3808
4 C 0.4485
5 H 0.2511
6 C -0.5968
7 C -0.5472
8 C -0.4705

Entry 2:
DFT (the ωB97M-V functional and the def2-TZVPD basis) results for a single C11H13N3S molecule.

## Properties
orbital gap: 7.4 eV
E_tot: -26918.5509 eV
relative energy (zero: lowest compared OMol25 entry of this formula, charge and spin): 511.1 kJ/mol
HOMO energy: -7.55 eV
lowest unoccupied orbital energy: -0.166 eV
SMILES string: CCC1=CC=C2SN(CC)C3=NN=C1[C@@H]23

Structure (XYZ):
```
28
C11H13N3S, DFT the ωB97M-V functional and the def2-TZVPD basis
H -3.55514 1.95160 -0.46711
N 0.66088 1.50801 0.60696
C -3.98227 0.63034 1.11387
N -0.71241 1.80423 0.34550
C 2.02173 -0.54867 0.22300
N -2.39332 0.36451 -0.79158
H 3.43553 1.70331 -0.56496
H 3.11495 0.53731 1.57544
C 4.04469 0.67102 -0.37284
H 4.08018 0.22238 -1.35738
H -3.08281 0.34906 1.68452
H 2.42949 -2.50286 0.39593
H -4.37156 1.50565 1.70076
C 0.29104 -2.30031 -0.35195
H 0.10929 0.14529 -1.88888
C -1.21195 0.87953 -0.37111
C 1.62524 -1.84348 0.08031
C 0.95906 0.40488 -0.05673
C -3.68531 0.82305 -0.43401
S -2.37203 -1.43941 -1.01451
C -0.20252 -0.00120 -0.87516
H -4.72956 -0.22619 1.17805
H 5.00493 0.83797 -0.03442
H -0.04366 -3.38569 -0.28676
C -0.61460 -1.39557 -0.78681
H 4.13896 -0.85323 0.95420
H -4.35418 0.30184 -1.00568
C 3.39534 -0.14338 0.80137
```

Results of the natural (NBO) charge analysis, in e, for atoms 1 through 8:
1 H 0.2274
2 N -0.2268
3 C -0.6461
4 N -0.3335
5 C 0.0109
6 N -0.4901
7 H 0.2097
8 H 0.2359

Entry 3:
DFT (the ωB97M-V functional and the def2-TZVPD basis) results for a gas-phase ion, C6H10NS (charge +1).

## Properties
orbital gap: 10.6 eV
E_tot: -18701.7298 eV
relative energy (zero: lowest compared OMol25 entry of this formula, charge and spin): 17.5 kJ/mol
HOMO energy: -14.82 eV
lowest unoccupied orbital energy: -4.254 eV
charge: +1

Structure (XYZ):
```
18
C6H10NS, DFT the ωB97M-V functional and the def2-TZVPD basis
S 0.14909 1.11597 -1.92315
C -1.40447 -1.26514 0.80301
C 0.28060 2.58061 0.10422
C 0.07356 1.26912 0.54178
H 1.78568 -1.74080 -0.76194
C 1.12783 -1.78544 0.09409
C 0.44880 2.59381 -1.27235
H -1.61862 -2.37813 0.78743
H -0.57907 -1.42458 -1.32902
H -0.25590 0.84788 1.47447
H 0.69997 3.49856 -1.90993
H 1.60700 -1.42318 1.01756
N 0.04260 0.43624 -0.48435
H 0.49843 3.38520 0.67038
C -0.21606 -1.15298 -0.24516
H -2.26244 -0.66923 0.40605
H 0.70498 -2.81686 0.25635
H -1.08199 -1.07105 1.77057
```

Results of the natural (NBO) charge analysis, in e, for atoms 1 through 8:
1 S 0.8577
2 C -0.6391
3 C -0.2484
4 C 0.0787
5 H 0.2387
6 C -0.6442
7 C -0.4049
8 H 0.2543

Entry 4:
DFT (the ωB97M-V functional and the def2-TZVPD basis) results for a single C6H12O molecule.

## Properties
orbital gap: 10.0 eV
E_tot: -8461.8270 eV
relative energy (zero: lowest compared OMol25 entry of this formula, charge and spin): 243.8 kJ/mol
HOMO energy: -9.03 eV
lowest unoccupied orbital energy: 0.934 eV
SMILES string: CC1(C)OC1(C)C

Structure (XYZ):
```
19
C6H12O, DFT the ωB97M-V functional and the def2-TZVPD basis
H 1.53010 -2.41459 -0.03910
C -1.42677 -0.28476 -1.00845
C -0.71644 -0.15626 0.30905
H -2.44894 -0.64598 -0.94726
H -1.45561 0.74944 -1.39531
H 0.69884 1.63124 -0.37195
H -1.43949 1.91464 0.73889
H 1.43810 1.50208 1.21963
H -0.85045 -0.86460 -1.73067
H -2.31523 0.57307 1.48882
C 1.44039 -1.47763 -0.60877
H 2.30291 0.95020 -0.25969
H 2.45292 -1.19208 -0.92069
H -0.74900 1.04439 2.13606
H 0.87375 -1.73418 -1.50897
C -1.31617 0.93148 1.20648
O -0.11691 -1.11012 1.17343
C 1.35259 0.99575 0.26175
C 0.74541 -0.41210 0.25677
```

Results of the natural (NBO) charge analysis, in e, for atoms 1 through 8:
1 H 0.2346
2 C -0.6350
3 C 0.2258
4 H 0.2155
5 H 0.2176
6 H 0.2006
7 H 0.2069
8 H 0.2288

Q: Which of these has the highest orbital gap?
A: C6H10NS